Record 1
The following is a DFT calculation (the ωB97M-V functional and the def2-TZVPD basis) of a structure of composition C3H9OSi.

Output
Frontier orbital gap ... 0.398 Ha
Energy ... -13172.9165 eV
Net charge ... +1
ΔE to the lowest compared entry with this formula, charge and spin ... 23.0 kcal/mol

```
14
C3H9OSi, DFT the ωB97M-V functional and the def2-TZVPD basis
C -2.762 -0.130 0.096
C 0.995 -1.457 -0.102
C 1.346 1.485 -0.255
O -1.565 -0.039 0.201
Si 0.682 0.191 0.820
H -3.412 0.359 -0.643
H -3.232 -0.916 0.750
H 1.729 -0.985 -0.865
H 1.424 -2.364 0.262
H -0.015 -1.667 -0.703
H 1.553 1.291 -1.300
H 0.452 2.191 -0.428
H 2.333 1.871 -0.019
H 0.472 0.172 2.187
```


Record 2
The following is a DFT calculation (the ωB97M-V functional and the def2-TZVPD basis) of a cluster of 6 separate species, C30H72Br2N4O4 in total.

Output
Frontier orbital gap ... 0.116 Ha
Energy ... -186492.1424 eV
Net charge ... +2

```
112
C30H72Br2N4O4, DFT the ωB97M-V functional and the def2-TZVPD basis
C 7.160 0.300 1.924
C 6.614 1.712 2.241
C 7.846 2.606 2.356
C 7.506 4.071 2.208
C 6.685 4.484 0.971
C 5.426 3.567 0.747
N 5.777 2.100 1.059
O 5.116 1.102 0.280
C 4.982 3.678 -0.733
C 4.350 4.137 1.733
C 5.764 1.836 3.562
H 7.844 -0.056 2.695
H 7.757 0.286 1.012
H 6.387 -0.450 1.754
H 8.564 2.343 1.580
H 8.406 2.493 3.285
H 8.449 4.601 2.343
H 7.009 4.405 3.119
H 7.339 4.598 0.107
H 6.369 5.524 1.061
H 5.774 3.265 -1.358
H 4.764 4.723 -0.953
H 4.009 3.212 -0.888
H 4.585 4.206 2.795
H 3.416 3.575 1.737
H 4.104 5.121 1.334
H 6.111 1.355 4.477
H 4.729 1.506 3.471
H 5.608 2.864 3.888
C -1.473 -3.493 -1.708
C -0.989 -2.452 -2.800
N -1.763 -2.586 -4.157
C -1.324 -3.927 -4.790
C -3.309 -2.532 -4.044
C -3.784 -1.366 -3.190
C -1.354 -1.392 -5.083
C -2.198 -1.153 -6.431
O -2.094 -2.256 -7.347
C -3.273 -2.576 -8.089
H -1.104 -4.510 -1.840
H -2.552 -3.444 -1.560
H -0.962 -3.068 -0.844
H 0.070 -2.636 -2.983
H -0.983 -1.405 -2.497
H -1.534 -4.773 -4.136
H -0.269 -4.009 -5.053
H -1.983 -4.004 -5.655
H -3.595 -3.411 -3.466
H -3.750 -2.684 -5.029
H -3.847 -0.395 -3.680
H -3.330 -1.206 -2.213
H -4.797 -1.622 -2.879
H -0.330 -1.490 -5.443
H -1.280 -0.479 -4.491
H -1.863 -0.219 -6.883
H -3.222 -0.825 -6.254
H -2.997 -3.310 -8.846
H -3.767 -1.730 -8.568
H -4.073 -2.929 -7.439
C -3.915 -1.957 6.700
C -2.879 -1.495 5.639
N -3.279 -1.567 4.135
C -4.332 -0.481 3.882
C -2.028 -1.242 3.326
C -2.244 -1.229 1.826
C -3.814 -2.968 3.673
C -3.075 -4.209 4.019
O -1.911 -4.428 3.185
C -2.255 -5.042 1.980
H -4.672 -1.209 6.935
H -3.367 -2.189 7.614
H -4.449 -2.872 6.443
H -2.083 -2.239 5.612
H -2.578 -0.465 5.828
H -4.649 -0.578 2.844
H -3.890 0.500 4.056
H -5.176 -0.631 4.556
H -1.258 -1.975 3.568
H -1.711 -0.242 3.621
H -2.971 -0.477 1.517
H -2.470 -2.198 1.382
H -1.294 -0.940 1.378
H -4.117 -2.858 2.632
H -4.772 -3.076 4.182
H -3.741 -5.071 3.959
H -2.898 -4.239 5.094
H -3.064 -4.518 1.470
H -2.615 -6.070 2.016
H -1.349 -5.074 1.375
C -1.264 1.759 0.191
N -0.585 2.915 -0.582
C -0.282 3.936 0.511
C 0.700 2.254 -1.074
C -1.500 3.559 -1.721
C -2.439 2.573 -2.485
O -1.722 1.485 -3.007
H -2.128 2.052 0.788
H -0.566 1.296 0.888
H -1.560 1.034 -0.569
H 0.507 3.614 1.192
H -1.138 4.135 1.155
H 0.042 4.854 0.020
H 1.192 2.971 -1.730
H 0.436 1.373 -1.658
H 1.362 1.995 -0.248
H -0.698 4.031 -2.288
H -2.093 4.339 -1.245
H -2.892 3.065 -3.346
H -3.165 2.289 -1.723
H -1.457 1.589 -3.924
Br -0.635 2.334 -5.941
Br 2.021 0.300 1.944
```


Record 3
The following is a DFT calculation (the ωB97M-V functional and the def2-TZVPD basis) of a cluster of 2 separate species, C9H12NOS in total.

Output
Frontier orbital gap ... 0.363 Ha
Energy ... -23890.3171 eV
Net charge ... +1
ΔE to the lowest compared entry with this formula, charge and spin ... 76.4 kcal/mol

```
24
C9H12NOS, DFT the ωB97M-V functional and the def2-TZVPD basis
C 1.921 -2.477 -2.381
C 1.355 -3.025 -1.181
C 1.823 -1.132 -2.732
C 0.687 -2.156 -0.330
C 0.855 -0.399 -2.042
C 0.472 -0.929 -0.854
C -1.414 2.309 1.301
C -2.537 1.345 1.840
C -1.094 0.365 0.032
N -0.314 1.529 0.760
O -1.666 1.002 -0.990
S -2.077 -0.370 1.336
H 2.511 -3.094 -3.117
H 1.319 -4.093 -0.843
H 2.398 -0.648 -3.537
H 0.283 -2.393 0.679
H 0.480 0.596 -2.414
H -1.697 2.943 0.446
H -1.229 3.016 2.098
H -2.760 1.307 3.043
H -3.436 1.728 1.313
H 0.191 1.939 -0.011
H 0.382 1.173 1.458
H -1.627 0.425 -1.773
```


Record 4
The following is a DFT calculation (the ωB97M-V functional and the def2-TZVPD basis) of a cluster of 2 separate species, C5H14N2 in total.

Output
Frontier orbital gap ... 0.291 Ha
Energy ... -8389.2851 eV
ΔE to the lowest compared entry with this formula, charge and spin ... 76.9 kcal/mol
SMILES ... C=CC.CNCN

```
21
C5H14N2, DFT the ωB97M-V functional and the def2-TZVPD basis
C -1.604 -0.119 0.819
C -0.445 0.447 1.404
C -0.378 1.931 1.684
H -2.309 0.576 0.371
H -2.049 -0.958 1.343
H -0.041 -0.131 2.234
H -0.929 2.497 0.933
H -0.790 2.143 2.668
H 0.657 2.279 1.670
C 0.014 -0.844 -2.474
N 0.000 -1.483 -1.170
C 1.151 -1.257 -0.396
N 1.158 0.175 0.217
H -0.022 0.260 -2.440
H -0.858 -1.181 -3.039
H 0.912 -1.135 -3.032
H -0.830 -1.072 -0.544
H 1.144 -1.905 0.484
H 2.082 -1.404 -0.962
H 1.137 0.851 -0.542
H 2.000 0.330 0.770
```


Record 5
The following is a DFT calculation (the ωB97M-V functional and the def2-TZVPD basis) of a structure of composition C4H15NSi2.

Output
Frontier orbital gap ... 0.329 Ha
Energy ... -21635.8434 eV
ΔE to the lowest compared entry with this formula, charge and spin ... 49.6 kcal/mol

```
22
C4H15NSi2, DFT the ωB97M-V functional and the def2-TZVPD basis
C 2.455 -1.740 0.195
C 1.779 0.851 -1.133
C -1.924 -0.625 -1.213
C -2.735 0.864 1.599
N 0.419 0.233 1.412
Si 1.957 0.070 0.582
Si -1.819 -0.451 0.712
H 3.165 -2.186 0.826
H 1.646 -2.432 0.297
H 2.828 -1.788 -0.880
H 1.511 1.885 -1.180
H 2.732 0.913 -1.599
H 1.122 0.236 -1.759
H -1.579 -1.625 -1.568
H -2.946 -0.459 -1.507
H -1.225 0.081 -1.750
H -3.506 0.358 2.060
H -1.990 1.309 2.325
H -3.250 1.612 0.886
H 0.552 0.067 2.423
H 2.903 0.720 1.454
H -2.533 -1.658 1.186
```


Record 6
The following is a DFT calculation (the ωB97M-V functional and the def2-TZVPD basis) of a structure of composition C26H28BiClF5N2O2.

Output
Frontier orbital gap ... 0.168 Ha
Energy ... -66440.7648 eV
Net charge ... -1
ΔE to the lowest compared entry with this formula, charge and spin ... 0.0 kcal/mol

```
65
C26H28BiClF5N2O2, DFT the ωB97M-V functional and the def2-TZVPD basis
Bi -0.641 0.013 -0.097
Cl 0.408 2.315 -0.232
N -0.151 0.025 -2.473
N -0.927 0.659 2.223
C 1.126 -0.060 -2.790
C 0.181 0.753 2.933
C -0.886 0.690 -3.573
C 0.236 1.139 -4.497
C -1.712 1.859 -3.074
C -1.798 -0.328 -4.257
H -1.067 2.643 -2.661
H -2.417 1.529 -2.310
H -2.291 2.271 -3.915
H -1.203 -1.127 -4.712
H -2.367 0.173 -5.050
H -2.510 -0.772 -3.551
C -1.962 1.542 2.808
C -1.188 2.297 3.877
C -3.070 0.686 3.418
C -2.553 2.479 1.773
H -1.789 3.162 1.386
H -3.360 3.060 2.241
H -2.982 1.909 0.947
H -2.673 0.076 4.236
H -3.529 0.028 2.672
H -3.849 1.343 3.824
O 0.176 1.722 3.837
H -1.603 2.129 4.881
H -1.105 3.379 3.690
O 1.473 0.617 -3.874
H 0.337 2.232 -4.579
H 0.145 0.699 -5.500
C 2.151 -0.917 -2.098
C 1.355 -0.186 2.866
C 2.270 -0.071 1.660
H 0.924 -1.201 2.945
H 1.932 -0.026 3.784
C 1.891 -0.655 0.420
C 2.660 -0.427 -0.755
H 1.241 -1.556 0.440
C 3.951 0.090 -0.606
C 4.386 0.516 0.648
C 4.923 0.108 -1.751
C 3.565 0.448 1.774
H 5.401 0.912 0.755
C 4.141 0.849 3.102
H 5.179 1.173 2.947
H 4.151 0.000 3.801
H 3.593 1.675 3.573
H 5.107 -0.908 -2.131
H 5.877 0.515 -1.394
H 4.574 0.727 -2.587
H 2.987 -1.030 -2.798
H 1.686 -1.915 -2.012
F -1.764 -2.248 2.432
C -2.182 -2.684 1.201
C -1.510 -2.328 0.054
C -1.792 -2.994 -1.120
F -0.982 -2.870 -2.219
C -2.928 -3.809 -1.221
F -3.274 -4.323 -2.423
C -3.723 -4.039 -0.093
F -4.851 -4.773 -0.184
C -3.326 -3.495 1.139
F -4.063 -3.700 2.250
```


Record 7
The following is a DFT calculation (the ωB97M-V functional and the def2-TZVPD basis) of a structure of composition C3H5NO2.

Output
Frontier orbital gap ... 0.340 Ha
Energy ... -8773.2571 eV
ΔE to the lowest compared entry with this formula, charge and spin ... 102.3 kcal/mol

```
11
C3H5NO2, DFT the ωB97M-V functional and the def2-TZVPD basis
O 2.424 -0.838 0.406
N 1.418 -0.418 0.921
C 0.526 0.141 -0.110
C -0.628 1.036 0.398
O -1.613 0.056 0.038
C -0.615 -0.814 -0.491
H 1.202 0.361 -0.939
H -0.793 1.988 -0.121
H -0.631 1.211 1.482
H -0.588 -1.796 -0.008
H -0.700 -0.927 -1.577
```


Record 8
The following is a DFT calculation (the ωB97M-V functional and the def2-TZVPD basis) of a structure of composition C18H18ClN2O3ReS3Te.

Output
Frontier orbital gap (alpha / beta) ... 0.232 / 0.211 Ha
Energy ... -82522.1114 eV
Net charge ... +1
2S+1 ... 2
ΔE to the lowest compared entry with this formula, charge and spin ... 64.1 kcal/mol

```
47
C18H18ClN2O3ReS3Te, DFT the ωB97M-V functional and the def2-TZVPD basis
Re 0.355 2.008 2.959
C 0.200 -0.909 5.010
Te -1.199 -0.031 3.671
C -2.298 0.955 5.198
H -0.289 -1.732 5.525
H 0.517 -0.141 5.708
H 1.040 -1.278 4.426
H -1.604 1.463 5.860
H -2.889 0.215 5.733
H -2.952 1.678 4.712
S -1.017 -1.509 -5.220
C -0.822 -1.439 -3.610
S -1.518 -0.195 -2.629
C -0.725 -0.824 -1.215
N -0.003 -1.930 -1.483
N -0.063 -2.266 -2.755
C 0.673 -3.456 -3.133
C 0.287 -4.225 -4.219
C 1.022 -5.358 -4.537
C 2.124 -5.724 -3.783
C 2.489 -4.954 -2.685
C 1.769 -3.820 -2.355
S -0.857 -0.143 0.288
H -0.582 -3.971 -4.802
H 0.718 -5.958 -5.384
H 2.697 -6.604 -4.045
H 3.342 -5.234 -2.080
H 2.053 -3.215 -1.507
Cl -0.630 3.520 -4.480
C -0.972 3.560 -2.788
C -2.254 3.869 -2.357
C -2.526 3.880 -1.001
C -1.529 3.561 -0.085
C -0.250 3.253 -0.531
C 0.040 3.265 -1.884
C -1.916 3.570 1.335
O -2.823 4.160 1.808
O -1.111 2.787 2.194
H -3.028 4.092 -3.079
H -3.513 4.137 -0.639
H 0.539 3.005 0.164
H 1.036 3.043 -2.241
C 3.370 1.778 4.015
O 2.013 1.802 3.542
H 3.845 0.880 3.635
H 3.359 1.775 5.098
H 3.884 2.657 3.649
```


Record 9
The following is a DFT calculation (the ωB97M-V functional and the def2-TZVPD basis) of a cluster of 2 separate species, C2H4NO3 in total.

Output
Frontier orbital gap ... 0.335 Ha
Energy ... -9773.5958 eV
Net charge ... -1
ΔE to the lowest compared entry with this formula, charge and spin ... 4.9 kcal/mol

```
10
C2H4NO3, DFT the ωB97M-V functional and the def2-TZVPD basis
C 1.201 1.011 1.314
N 0.902 -0.068 0.570
O 1.884 0.952 2.335
H 0.884 1.978 0.887
H 0.149 -0.143 -0.174
H 1.165 -0.878 1.108
O -1.921 -1.087 -0.381
C -1.558 -0.726 -1.516
O -0.393 -0.322 -1.823
H -2.313 -0.716 -2.320
```


Record 10
The following is a DFT calculation (the ωB97M-V functional and the def2-TZVPD basis) of a cluster of 2 separate species, BrH2PS in total.

Output
Frontier orbital gap (alpha / beta) ... 0.301 / 0.236 Ha
Energy ... -90195.7278 eV
ΔE to the lowest compared entry with this formula, charge and spin ... 76.7 kcal/mol

```
5
BrH2PS, DFT the ωB97M-V functional and the def2-TZVPD basis
P 0.143 0.632 0.778
S 1.827 -1.878 -3.784
Br 1.502 0.138 -3.282
H 0.984 -0.373 1.462
H 0.714 0.151 -0.316
```


Record 11
The following is a DFT calculation (the ωB97M-V functional and the def2-TZVPD basis) of a structure of composition C34H38AsCl3CrF3N5O10S2.

Output
Frontier orbital gap (alpha / beta) ... 0.259 / 0.215 Ha
Energy ... -220450.5757 eV
Net charge ... -2
2S+1 ... 5
ΔE to the lowest compared entry with this formula, charge and spin ... 152.2 kcal/mol

```
97
C34H38AsCl3CrF3N5O10S2, DFT the ωB97M-V functional and the def2-TZVPD basis
Cr 15.603 10.061 13.140
O 16.058 9.741 16.904
As 15.142 11.112 16.310
O 15.560 12.474 17.128
O 15.150 11.259 14.573
C 13.205 10.990 16.454
C 12.671 12.350 16.458
C 11.271 12.539 16.308
C 10.407 11.442 16.296
C 10.939 10.164 16.331
C 12.312 9.937 16.442
S 12.679 8.193 16.662
O 14.042 8.086 17.222
O 11.625 7.730 17.529
O 13.855 8.886 13.784
H 15.554 8.899 16.756
H 13.316 13.211 16.494
H 10.858 13.533 16.238
H 9.382 11.597 16.166
H 10.286 9.253 16.292
Cl 19.171 7.450 16.765
C 19.024 7.733 15.078
Cl 20.154 6.912 14.043
Cl 17.432 4.824 14.838
C 18.027 8.487 14.577
N 17.122 9.110 14.178
F 16.899 11.322 10.831
C 16.744 11.550 12.192
F 18.021 11.681 12.691
F 16.217 12.829 12.265
C 10.461 10.043 12.533
C 11.722 10.418 11.761
S 12.845 11.279 12.896
O 14.203 11.093 12.139
C 12.452 13.043 12.479
C 13.081 13.567 11.167
H 9.901 9.305 11.998
H 9.854 10.922 12.694
H 10.734 9.581 13.464
H 11.514 11.045 10.908
H 12.327 9.534 11.522
H 12.863 13.576 13.280
H 11.366 12.995 12.590
H 14.141 13.372 11.207
H 12.812 14.603 10.987
H 12.660 13.098 10.300
O 13.990 8.778 10.151
C 15.190 8.537 10.346
N 15.967 7.920 9.298
C 17.333 7.618 9.796
C 17.220 8.260 11.177
O 18.171 8.230 11.891
N 15.952 8.800 11.435
C 18.386 8.476 9.069
C 18.123 9.138 7.875
C 19.166 9.660 7.144
C 20.488 9.590 7.577
C 20.749 9.102 8.836
C 19.702 8.540 9.571
C 17.868 6.181 9.900
C 17.569 5.348 10.955
C 18.212 4.138 11.084
C 19.144 3.775 10.124
C 19.404 4.575 9.055
C 18.720 5.773 8.899
H 15.427 7.279 8.774
H 17.151 9.181 7.499
H 18.991 10.133 6.203
H 21.297 9.936 6.907
H 21.862 8.987 9.142
H 19.906 8.087 10.467
H 16.888 5.568 11.715
H 18.032 3.535 11.960
H 19.705 2.880 10.260
H 20.083 4.201 8.294
H 19.069 6.447 8.144
C 14.962 6.896 14.351
N 13.636 7.530 13.976
C 13.129 6.940 12.713
C 13.081 5.425 12.821
C 12.230 5.024 14.013
N 12.457 5.816 15.273
C 12.963 5.205 16.459
C 12.298 7.229 15.055
O 11.214 7.692 14.650
H 15.585 6.934 13.513
H 14.857 5.904 14.715
H 15.398 7.575 15.073
H 13.703 7.371 11.945
H 12.088 7.262 12.613
H 14.140 5.098 12.944
H 12.728 5.001 11.903
H 12.313 3.955 14.278
H 11.165 5.120 13.752
H 12.378 5.499 17.327
H 14.017 5.562 16.556
H 12.894 4.121 16.323
```


Record 12
The following is a DFT calculation (the ωB97M-V functional and the def2-TZVPD basis) of the molecule C10H14ClN.

Output
Frontier orbital gap ... 0.359 Ha
Energy ... -24610.1804 eV
ΔE to the lowest compared entry with this formula, charge and spin ... 0.0 kcal/mol
SMILES ... CC(C)(N)Cc1ccccc1Cl

```
26
C10H14ClN, DFT the ωB97M-V functional and the def2-TZVPD basis
C -3.377 0.464 -0.424
C -2.090 -0.197 0.104
C -1.729 0.385 1.462
N -2.259 -1.654 0.267
C -0.979 0.037 -0.937
C 0.414 -0.338 -0.497
C 0.798 -1.691 -0.449
C 2.070 -2.067 -0.036
C 3.001 -1.105 0.329
C 2.651 0.238 0.299
C 1.369 0.609 -0.110
Cl 1.010 2.316 -0.119
H -4.229 0.311 0.265
H -3.288 1.571 -0.486
H -3.658 0.052 -1.413
H -0.856 -0.114 1.885
H -2.541 0.263 2.165
H -1.497 1.487 1.389
H -2.690 -2.031 -0.552
H -2.872 -1.809 1.088
H -1.038 1.071 -1.250
H -1.237 -0.559 -1.838
H 0.054 -2.462 -0.707
H 2.340 -3.151 -0.028
H 4.021 -1.394 0.613
H 3.382 0.976 0.578
```